Below is C7H11I2LuN2OSe as an isolated structure in a non-equilibrium geometry, with properties calculated with the ωB97M-V functional and the def2-TZVPD basis.

```
25
Properties=species:S:1:pos:R:3:mulliken_charge:R:1
C 2.43 2.97 1.32 -1.61
I 2.42 2.36 -1.13 -0.38
H 2.10 3.10 2.36 0.37
H 2.56 3.98 0.92 0.39
H 3.38 2.42 1.36 0.40
C 0.41 -2.15 -1.33 -0.45
C -1.20 -1.13 -0.12 -0.28
N -0.48 -2.26 -0.28 0.37
H 0.70 -0.44 -2.70 0.51
I -3.89 1.76 1.46 -0.61
N -0.73 -0.28 -1.10 0.31
H 1.06 -2.95 -1.62 0.43
Lu -1.42 0.45 1.45 0.78
C 1.30 2.16 0.56 -0.42
O 0.23 1.73 1.00 -0.21
C 0.24 -0.91 -1.86 -0.68
C -1.35 0.97 -1.49 -0.75
H -1.76 0.89 -2.51 0.38
H -0.61 1.78 -1.49 0.28
H -2.20 1.23 -0.81 0.11
C -0.63 -3.44 0.53 -0.67
H 0.14 -4.16 0.24 0.28
H -1.62 -3.90 0.38 0.25
H -0.52 -3.16 1.59 0.16
Se -0.56 -1.02 3.26 -0.96
```

- LUMO energy (spin up / spin down) (eV) = 3.96 / 2.69
- charge = -2
- ΔE to the lowest compared entry with this formula, charge and spin (kJ/mol) = 0.0
- gap between HOMO and LUMO (spin up / spin down) (eV) = 4.34 / 0.55
- highest occupied orbital energy (spin up / spin down) (eV) = -0.3778 / 2.1372

Below is a single C5H14N2O molecule in a non-equilibrium geometry, with properties calculated with the ωB97M-V functional and the def2-TZVPD basis.

```
22
Properties=species:S:1:pos:R:3:mulliken_charge:R:1
C -0.31 -1.48 0.25 -1.06
N 0.08 -0.19 -0.31 0.22
C 0.86 0.69 0.54 -0.50
C 1.03 0.32 1.97 -0.54
N -0.08 0.80 2.89 -0.61
C -1.08 0.39 -1.16 -0.77
C -0.33 0.32 -2.53 -0.35
O -0.42 -1.03 -3.08 -0.53
H -1.33 -1.50 0.88 0.25
H 0.60 -1.84 0.87 0.30
H -0.40 -2.24 -0.53 0.37
H 1.88 0.63 0.08 0.19
H 0.37 1.74 0.49 0.22
H 1.92 1.00 2.31 0.32
H 1.38 -0.72 2.17 0.38
H -0.14 1.77 2.91 0.22
H -0.91 0.45 2.70 0.21
H -1.40 1.39 -0.98 0.41
H -1.86 -0.33 -1.15 0.41
H -0.90 0.79 -3.42 0.30
H 0.75 0.58 -2.36 0.26
H 0.28 -1.52 -2.52 0.31
```

- LUMO energy (eV) = 0.86
- ΔE to the lowest compared entry with this formula, charge and spin (kJ/mol) = 402.2
- SMILES string = CN(CCN)CCO
- gap between HOMO and LUMO (eV) = 9.16
- highest occupied orbital energy (eV) = -8.2963

Below is C47H68BBrLaN8O4P as an isolated structure, with properties calculated with the ωB97M-V functional and the def2-TZVPD basis.

```
131
Properties=species:S:1:pos:R:3:mulliken_charge:R:1
La 0.08 0.28 -0.20 5.72
C -1.99 2.52 -4.69 -1.55
C -1.39 1.27 -4.15 0.14
C -0.69 0.28 -4.82 -0.78
C -0.38 -0.69 -3.86 -1.04
N -0.81 -0.28 -2.65 0.50
N -1.46 0.91 -2.85 0.57
B -2.47 1.56 -1.85 -2.01
N -3.17 0.50 -1.00 0.58
N -2.73 0.02 0.21 0.29
C -3.77 -0.65 0.74 -0.75
C -4.85 -0.63 -0.15 -0.95
C -4.44 0.11 -1.23 0.20
C -5.21 0.44 -2.47 -1.44
C -3.84 -1.36 2.08 2.53
C -5.32 -1.60 2.45 -2.21
C -3.16 -2.76 2.01 -1.63
C -3.28 -0.50 3.23 -1.30
N -1.84 2.71 -1.02 0.92
N -0.55 2.76 -0.54 0.86
C -0.34 4.04 -0.16 -1.08
C -1.50 4.78 -0.33 -0.94
C -2.43 3.92 -0.88 0.22
C -3.83 4.22 -1.29 -1.37
C 0.98 4.62 0.33 2.74
C 2.13 4.11 -0.54 -1.78
C 0.95 6.15 0.18 -2.17
C 1.20 4.31 1.81 -1.00
C 0.20 -2.06 -4.15 2.65
C 0.47 -2.19 -5.65 -2.45
C -0.85 -3.14 -3.76 -1.88
C 1.53 -2.30 -3.43 -1.08
H -1.61 2.70 -5.69 0.53
H -3.08 2.42 -4.76 0.21
H -1.78 3.38 -4.07 0.20
H -0.50 0.25 -5.87 0.76
H -3.30 2.07 -2.52 -0.32
H -5.82 -1.07 -0.02 0.62
H -6.13 -0.14 -2.48 0.50
H -5.48 1.49 -2.51 0.19
H -4.65 0.20 -3.37 0.23
H -5.79 -2.30 1.77 0.49
H -5.37 -2.03 3.45 0.48
H -5.88 -0.67 2.45 0.49
H -2.64 -2.92 1.06 0.12
H -2.45 -2.91 2.83 0.28
H -3.90 -3.55 2.09 0.48
H -3.91 0.38 3.36 0.44
H -3.30 -1.07 4.16 0.40
H -2.27 -0.12 3.08 0.09
H -1.66 5.82 -0.11 0.65
H -4.09 5.22 -0.97 0.55
H -3.95 4.17 -2.37 0.18
H -4.53 3.52 -0.84 0.20
H 2.05 4.50 -1.55 0.40
H 3.09 4.46 -0.14 0.43
H 2.16 3.02 -0.60 0.48
H 0.73 6.45 -0.84 0.45
H 0.21 6.60 0.85 0.42
H 1.92 6.55 0.46 0.46
H 1.14 3.25 2.03 -0.49
H 2.18 4.70 2.13 0.49
H 0.44 4.80 2.42 0.36
H -0.44 -2.07 -6.24 0.54
H 1.21 -1.46 -5.99 0.44
H 0.87 -3.18 -5.86 0.44
H -1.63 -2.74 -3.11 0.40
H -1.36 -3.52 -4.64 0.47
H -0.38 -4.00 -3.28 0.37
H 2.29 -1.63 -3.82 0.40
H 1.45 -2.16 -2.35 -0.24
H 1.87 -3.32 -3.61 0.57
N 2.60 -0.09 -1.36 -0.11
C 3.70 -1.00 -1.09 -0.94
C 4.73 -1.09 -2.02 -0.41
C 5.81 -1.92 -1.79 -1.00
C 5.88 -2.66 -0.61 -0.80
C 4.85 -2.57 0.30 0.42
C 3.74 -1.75 0.08 -0.86
P 2.34 -1.71 1.25 2.49
C 3.23 -1.39 2.83 1.17
C 2.66 -1.71 4.07 -0.40
C 3.29 -1.34 5.25 -0.83
C 4.47 -0.63 5.23 -0.75
C 5.04 -0.29 4.01 -1.11
C 4.42 -0.67 2.82 -0.66
C 1.85 -3.49 1.28 0.24
C 0.91 -3.95 2.20 -0.17
C 0.42 -5.25 2.14 -0.97
C 0.84 -6.11 1.13 -0.72
C 1.75 -5.66 0.19 -0.72
C 2.25 -4.36 0.26 -0.31
H 2.44 -0.07 -2.36 0.13
H 2.91 0.86 -1.15 0.20
H 4.69 -0.49 -2.92 0.58
H 6.61 -1.98 -2.52 0.46
H 6.73 -3.30 -0.42 0.50
H 4.90 -3.15 1.22 0.56
H 1.73 -2.25 4.13 0.23
H 2.84 -1.62 6.19 0.51
H 4.96 -0.35 6.15 0.43
H 5.97 0.26 3.97 0.46
H 4.92 -0.43 1.89 0.36
H 0.52 -3.29 2.97 0.06
H -0.30 -5.58 2.87 0.49
H 0.46 -7.12 1.08 0.44
H 2.09 -6.32 -0.59 0.51
H 2.98 -4.05 -0.48 0.18
O 2.46 1.36 1.13 -0.73
H 3.30 0.89 1.23 0.14
H 2.54 2.14 1.70 0.25
O 1.25 1.87 -2.62 -0.39
H 0.81 2.72 -2.52 0.23
H 1.10 1.61 -3.54 0.14
O -0.25 -2.55 -0.68 -1.09
H -0.82 -2.72 -1.45 -0.14
H 0.42 -3.24 -0.68 0.12
O -0.59 -1.36 1.64 -0.02
H -1.45 -1.22 2.07 -0.58
H -0.65 -2.22 1.20 -0.04
Br -3.31 4.03 3.62 -0.09
C -1.87 2.83 3.58 -0.57
C -1.15 2.51 4.73 -0.76
C -0.11 1.61 4.62 -0.81
C 0.19 1.07 3.38 0.09
N -0.50 1.38 2.27 2.10
C -1.51 2.24 2.38 -0.77
H -1.41 2.95 5.68 0.58
H 0.48 1.33 5.48 0.61
H 1.00 0.36 3.26 -0.61
H -2.07 2.46 1.48 0.05
```

- LUMO energy (eV) = -4.18
- charge = +2
- ΔE to the lowest compared entry with this formula, charge and spin (kJ/mol) = 0.0
- gap between HOMO and LUMO (eV) = 9.05
- highest occupied orbital energy (eV) = -13.2357

Below is a 2-piece molecular cluster, C7H7IN2O2S overall in a non-equilibrium geometry, with properties calculated with the ωB97M-V functional and the def2-TZVPD basis.

```
20
Properties=species:S:1:pos:R:3:mulliken_charge:R:1
C 0.78 -2.22 -0.05 -0.53
C 1.29 -1.59 1.07 -0.36
C 0.21 -1.41 -1.10 -1.12
C 1.38 -0.24 1.18 -0.48
C 0.31 -0.06 -1.02 -0.16
C 0.93 0.60 0.05 1.06
C 1.05 1.94 0.11 -0.39
N 0.70 2.73 -0.81 0.72
N 0.23 3.38 -1.60 -0.71
O -2.74 -0.91 -0.09 -0.47
O -2.61 1.49 -0.82 -0.35
S -3.31 0.61 0.04 0.42
I -2.23 0.85 2.26 -0.07
H 0.67 -3.24 -0.09 0.49
H 1.75 -2.19 1.87 0.33
H -0.01 -1.83 -2.02 0.47
H 1.76 0.17 2.14 0.31
H -0.13 0.47 -1.86 0.18
H -1.78 -1.04 -0.12 0.44
H 1.76 2.50 0.87 0.22
```

- LUMO energy (eV) = -0.65
- ΔE to the lowest compared entry with this formula, charge and spin (kJ/mol) = 0.0
- gap between HOMO and LUMO (eV) = 7.04
- highest occupied orbital energy (eV) = -7.6937

Below is a single C6H9N molecule, with properties calculated with the ωB97M-V functional and the def2-TZVPD basis.

```
16
Properties=species:S:1:pos:R:3:mulliken_charge:R:1
C -0.86 -1.58 1.13 -1.42
C 0.14 -0.79 0.28 0.59
C -0.01 -1.06 -1.19 -0.67
C -0.11 0.29 -1.80 -0.30
N -0.04 1.39 -0.82 -0.42
C 1.24 1.46 -0.15 -0.50
C 0.12 0.73 0.48 -0.18
H -0.62 -2.65 1.08 0.39
H -1.89 -1.45 0.79 0.33
H -0.80 -1.26 2.17 0.36
H 0.63 0.41 -2.61 0.34
H -1.09 0.31 -2.31 0.32
H 1.54 2.45 0.19 0.26
H 2.07 0.86 -0.54 0.22
H 1.14 -1.19 0.49 0.28
H -0.43 1.16 1.32 0.38
```

- LUMO energy (eV) = -0.04
- ΔE to the lowest compared entry with this formula, charge and spin (kJ/mol) = 453.8
- gap between HOMO and LUMO (eV) = 8.49
- highest occupied orbital energy (eV) = -8.5324

Below is a single C4H9OP molecule in a non-equilibrium geometry, with properties calculated with the ωB97M-V functional and the def2-TZVPD basis.

```
15
Properties=species:S:1:pos:R:3:mulliken_charge:R:1
C -2.27 -0.91 -0.32 -0.97
C -1.38 0.30 -0.62 -0.36
P -0.47 1.02 0.87 -0.02
C 1.47 0.78 -0.04 0.51
C 2.68 0.24 0.68 -1.11
O 1.43 1.28 -1.14 -0.47
H -2.49 -0.94 0.76 0.33
H -3.24 -0.81 -0.81 0.30
H -1.88 -1.82 -0.80 0.24
H -2.01 1.03 -1.25 0.36
H -0.43 0.08 -1.22 0.22
H -0.35 -0.25 1.50 0.01
H 2.68 0.33 1.77 0.31
H 2.70 -0.86 0.35 0.24
H 3.56 0.54 0.27 0.41
```

- LUMO energy (eV) = 0.86
- ΔE to the lowest compared entry with this formula, charge and spin (kJ/mol) = 128.2
- SMILES string = CCPC(C)=O
- gap between HOMO and LUMO (eV) = 9.47
- highest occupied orbital energy (eV) = -8.6090